*one*
Molecular formula: C4H2IPS
Method: DFT, ωB97M-V with the def2-TZVPD basis set

Last column: natural (NBO) charge in e.
CARTESIAN COORDINATES (ANGSTROEM)
C (-1.0528, -2.5770, -1.2394)  -0.0552
C (0.2102, 1.0836, 0.7532)  -0.1043
C (-1.4164, -1.9320, -0.3011)  -0.4737
C (-0.5533, 0.1294, 0.8575)  -0.4523
P (-1.8586, -1.0060, 1.0593)  0.8676
S (0.7190, -2.4264, 3.5687)  -0.3834
I (2.3063, -2.1600, 1.8908)  0.1232
H (-0.9852, -3.0932, -2.1065)  0.2253
H (1.0638, 1.6706, 1.0567)  0.2527



*two*
Molecular formula: C4H2IPS
Method: DFT, ωB97M-V with the def2-TZVPD basis set

Last column: natural (NBO) charge in e.
CARTESIAN COORDINATES (ANGSTROEM)
C (-0.5447, -0.4002, 2.6415)  -0.1224
C (-1.3236, -0.3990, -2.2675)  -0.1093
C (-0.8051, -0.9827, 1.6291)  -0.3748
C (-1.2618, -0.9399, -1.1461)  -0.4328
P (-1.2983, -2.0100, 0.2368)  0.8535
S (-0.1439, -3.5566, 0.0870)  -0.2589
I (-4.3726, 0.3688, -0.2327)  -0.0078
H (-0.3873, 0.1793, 3.4195)  0.2138
H (-1.5638, 0.3678, -2.9295)  0.2388



*two* comes first in stability; the runner-up is 128.0 kJ/mol higher.



*one*
Molecular formula: CH6OS2
Method: DFT, ωB97M-V with the def2-TZVPD basis set

Values from the calculation:
- SMILES = CSS.O

Last column: natural (NBO) charge in e.
CARTESIAN COORDINATES (ANGSTROEM)
C (-1.3954, -2.2600, -0.4597)  -0.6269
S (-1.4779, -2.1837, 1.4725)  -0.1401
S (-1.6305, -1.1755, 3.2486)  -0.0526
H (-0.6221, -2.9593, -0.5120)  0.2270
H (-2.4320, -2.5521, -0.8086)  0.2320
H (-1.0924, -1.1027, -0.7653)  0.2328
H (-2.7977, -1.7022, 3.7350)  0.1277
O (4.1163, 4.9098, -1.8734)  -0.9241
H (3.2532, 4.7100, -1.4479)  0.4637
H (4.0786, 4.3156, -2.5891)  0.4604



*two*
Molecular formula: CH6OS2
Method: DFT, ωB97M-V with the def2-TZVPD basis set

Values from the calculation:
- SMILES = CO.SS

Last column: natural (NBO) charge in e.
CARTESIAN COORDINATES (ANGSTROEM)
C (-1.2663, -0.3403, 1.1116)  -0.2481
O (-0.3350, 0.7010, 0.8546)  -0.7280
H (-2.1382, 0.0417, 1.6587)  0.1633
H (-0.8007, -1.1570, 1.6803)  0.1638
H (-1.5682, -0.7363, 0.1448)  0.1855
H (0.0560, 0.9439, 1.7029)  0.4628
S (1.3437, -1.0002, -1.7324)  -0.1271
S (0.9551, 0.9272, -2.3745)  -0.1326
H (2.6732, -0.9323, -1.8439)  0.1223
H (1.0803, 1.5523, -1.2021)  0.1381



*two* comes first in stability; the runner-up is 192.5 kJ/mol higher.



*one*
Molecular formula: C2H8N3O2
Method: DFT, ωB97M-V with the def2-TZVPD basis set

Values from the calculation:
- net charge = +1

Last column: natural (NBO) charge in e.
CARTESIAN COORDINATES (ANGSTROEM)
C (0.7490, -1.2074, 0.4317)  -0.3080
C (-3.9286, -0.3571, -0.1816)  0.3324
N (-0.3178, 0.4856, -0.4901)  0.4278
N (2.8756, 1.1427, 0.1341)  -1.1037
N (-0.5279, 1.5424, -0.4500)  0.2710
O (-0.0809, -0.6818, -0.6761)  -0.1815
O (-2.7728, 0.0224, -0.0288)  -0.5970
H (0.1556, -1.3207, 1.3534)  0.2463
H (1.6546, -0.6034, 0.3867)  0.2756
H (1.1301, -2.1389, -0.0829)  0.2453
H (-4.5511, 0.0324, -1.0203)  0.1372
H (3.4838, 1.4364, 1.0001)  0.3909
H (-4.2988, -1.0027, 0.4801)  0.1296
H (2.7384, 1.9537, -0.3264)  0.3575
H (3.6908, 0.6964, -0.5300)  0.3765



*two*
Molecular formula: C2H8N3O2
Method: DFT, ωB97M-V with the def2-TZVPD basis set

Values from the calculation:
- net charge = +1

Last column: natural (NBO) charge in e.
CARTESIAN COORDINATES (ANGSTROEM)
C (2.2274, 0.7712, 0.5993)  -0.3334
C (-2.1508, 2.9865, -1.1941)  0.2935
N (0.3713, -0.5580, 0.7416)  0.3389
N (-0.5801, -3.3004, 0.1075)  -1.0983
N (-0.5701, -1.0445, 1.0356)  0.3386
O (1.6658, -0.4840, 0.5105)  -0.1856
O (-1.1455, 2.7519, -0.5774)  -0.5359
H (1.8982, 1.4811, -0.2668)  0.2487
H (3.2906, 0.6753, 0.2068)  0.2650
H (2.3131, 1.2777, 1.5605)  0.2417
H (-2.8859, 3.6394, -0.7060)  0.1192
H (0.2950, -3.8448, 0.2003)  0.3950
H (-2.3501, 2.7617, -2.2640)  0.1248
H (-1.0156, -3.6868, -0.7606)  0.3929
H (-1.3632, -3.4262, 0.8068)  0.3949



*three*
Molecular formula: C2H8N3O2
Method: DFT, ωB97M-V with the def2-TZVPD basis set

Values from the calculation:
- net charge = +1

Last column: natural (NBO) charge in e.
CARTESIAN COORDINATES (ANGSTROEM)
C (-1.8667, -0.4138, -0.2347)  0.8054
C (2.1559, 0.0221, 0.1108)  0.5713
N (-3.1386, -0.1816, 0.1570)  -0.7992
N (-1.0488, 0.5827, -0.3302)  -0.7654
N (3.3896, -0.4331, -0.0608)  -0.7345
O (-1.3258, -1.6438, -0.2909)  -0.6132
O (1.1186, -0.5520, -0.2161)  -0.6775
H (2.1261, 0.9318, 0.6850)  0.1445
H (-3.5260, 0.6324, 0.6442)  0.4349
H (-3.8502, -0.9069, 0.2605)  0.4353
H (-1.4876, 1.4716, -0.1059)  0.4127
H (3.5090, -1.2852, -0.4573)  0.4060
H (-0.5114, -1.6237, -0.7820)  0.5260
H (4.0376, 0.2864, -0.2079)  0.4130
H (-0.0314, 0.2593, -0.3304)  0.4406



*four*
Molecular formula: C2H8N3O2
Method: DFT, ωB97M-V with the def2-TZVPD basis set

Values from the calculation:
- net charge = +1

Last column: natural (NBO) charge in e.
CARTESIAN COORDINATES (ANGSTROEM)
C (-0.6002, -1.1520, 0.2620)  -0.5221
C (1.2473, 0.7445, -0.8929)  -0.2681
N (-0.5971, 0.2495, 0.4126)  0.0623
N (2.1407, 0.0225, -0.2824)  0.4096
N (-1.6193, 0.8720, 0.0333)  -0.3740
O (2.2784, -1.1801, -0.4169)  -0.4119
O (2.8795, 0.6619, 0.6547)  -0.4981
H (0.3441, -1.5358, -0.1603)  0.2991
H (-0.5992, -1.5799, 1.2711)  0.2873
H (-1.4499, -1.5406, -0.3102)  0.2051
H (0.7838, 0.3497, -1.7776)  0.2365
H (1.2479, 1.8032, -0.6962)  0.2340
H (-2.3967, 0.4283, -0.4711)  0.3975
H (-1.6927, 1.8570, 0.2759)  0.4255
H (3.5294, 0.0526, 1.0527)  0.5174



*three* comes first in stability; the runner-up is 652.1 kJ/mol higher.



*one*
Molecular formula: C2H5NO2
Method: DFT, ωB97M-V with the def2-TZVPD basis set

Values from the calculation:
- SMILES = CC(=O)NO

Last column: natural (NBO) charge in e.
CARTESIAN COORDINATES (ANGSTROEM)
C (-0.5256, -0.2844, -1.2430)  -0.7308
C (-0.2140, 0.2539, 0.1302)  0.6168
O (-0.7754, 1.1821, 0.6197)  -0.6382
N (0.7218, -0.3563, 0.8615)  -0.3172
O (1.0024, 0.3394, 2.0674)  -0.5638
H (-0.5889, 0.6221, -2.0089)  0.2520
H (0.2489, -0.9412, -1.7751)  0.2248
H (-1.5259, -0.8800, -1.3100)  0.2498
H (1.1701, -1.1694, 0.6215)  0.3937
H (0.4865, 1.2337, 2.0367)  0.5130



*two*
Molecular formula: C2H5NO2
Method: DFT, ωB97M-V with the def2-TZVPD basis set

Values from the calculation:
- SMILES = CN(O)C=O

Last column: natural (NBO) charge in e.
CARTESIAN COORDINATES (ANGSTROEM)
C (-1.2740, -0.2811, 0.0029)  -0.4129
N (0.0953, 0.1993, -0.0452)  -0.1340
O (0.1739, 1.5929, 0.0156)  -0.5430
C (1.2581, -0.4743, 0.0129)  0.4742
O (2.3582, 0.0867, 0.0034)  -0.6487
H (-1.8189, 0.0529, -0.8493)  0.2098
H (-1.8116, 0.0682, 0.8937)  0.2096
H (-1.2605, -1.3683, 0.0186)  0.2162
H (1.1334, 1.7063, -0.0558)  0.4949
H (1.1462, -1.5826, 0.0032)  0.1338



*three*
Molecular formula: C2H5NO2
Method: DFT, ωB97M-V with the def2-TZVPD basis set

Last column: natural (NBO) charge in e.
CARTESIAN COORDINATES (ANGSTROEM)
C (-0.2775, 1.1721, 0.1979)  -0.4344
N (-0.1536, -0.1027, -0.4819)  -0.2656
C (1.6521, -0.8504, -0.1878)  0.4148
O (-1.0176, -1.0721, 0.0295)  -0.5747
O (1.4174, -1.8426, 0.3727)  -0.6124
H (-0.4204, -1.7520, 0.4284)  0.4801
H (-0.3229, -0.0180, -1.4838)  0.3642
H (-1.2765, 1.6018, 0.0910)  0.1993
H (0.4666, 1.8446, -0.2215)  0.2173
H (-0.0676, 1.0193, 1.2555)  0.2114



*four*
Molecular formula: C2H5NO2
Method: DFT, ωB97M-V with the def2-TZVPD basis set

Last column: natural (NBO) charge in e.
CARTESIAN COORDINATES (ANGSTROEM)
C (0.0986, -0.5172, -0.7941)  -0.1547
C (0.2263, 0.6869, 0.0941)  0.2859
N (-0.2226, -0.8159, 1.3864)  -0.4310
O (0.3768, -1.4553, 0.2070)  -0.4329
O (-0.6165, 1.7459, -0.0828)  -0.6526
H (-0.8371, -0.7394, -1.2265)  0.1765
H (0.7385, -0.7178, -1.6901)  0.1979
H (1.1559, 1.0735, 0.5836)  0.2072
H (0.3827, -0.7677, 2.2093)  0.3221
H (-1.3026, 1.5070, -0.6870)  0.4816



*two* comes first in stability; the runner-up is 39.4 kJ/mol higher.